(1)
Formula: C20H17N3O6
Source: the OMol25 dataset
Level of theory: the ωB97M-V functional and the def2-TZVPD basis

maximum force = 1.3 eV Å⁻¹
energy relative to the best compared isomer or geometry (same formula, charge and spin) = 0.0 kcal per mole
E_LUMO = -0.033 hartree
E_HOMO = -9.56 eV
orbital gap = 8.7 eV

Cartesian coordinates (Å):
1 O -3.00 -2.86 0.78
2 O 3.91 -2.06 -1.29
3 O 9.23 0.15 0.18
4 O 8.04 -1.58 0.59
5 O 2.11 1.44 1.05
6 O -4.69 1.36 -0.55
7 N 3.33 -0.16 -0.10
8 N 8.17 -0.42 0.30
9 N -3.10 -0.61 0.75
10 C 0.89 -2.78 -0.81
11 C -1.01 -1.69 0.25
12 C -4.53 -0.53 0.96
13 C -0.45 -2.76 -0.44
14 C 4.68 1.85 -0.27
15 C -2.46 -1.79 0.61
16 C 1.11 -0.61 0.24
17 C 2.18 0.39 0.48
18 C -5.21 0.07 -0.28
19 C 5.74 -0.28 0.10
20 C -0.22 -0.59 0.61
21 C -5.68 2.33 -0.26
22 C 5.92 2.48 -0.26
23 C 6.97 0.36 0.10
24 C 1.66 -1.69 -0.46
25 C 4.59 0.48 -0.09
26 C -7.01 1.64 -0.58
27 C -6.73 0.22 -0.09
28 C 7.07 1.74 -0.08
29 C 3.09 -1.41 -0.70
30 H -4.89 -1.54 1.15
31 H 5.98 3.54 -0.40
32 H 3.78 2.44 -0.41
33 H -1.09 -3.60 -0.67
34 H -5.48 3.20 -0.88
35 H -6.99 0.12 0.97
36 H -5.64 2.62 0.80
37 H -4.72 0.11 1.83
38 H -2.68 0.25 0.42
39 H 5.70 -1.35 0.24
40 H -7.85 2.11 -0.08
41 H 8.05 2.20 -0.08
42 H 1.32 -3.61 -1.34
43 H -7.29 -0.53 -0.65
44 H -7.18 1.65 -1.65
45 H -0.61 0.24 1.17
46 H -4.97 -0.56 -1.15

---

(2)
Formula: C3H3N2S
Source: the OMol25 dataset
Level of theory: the ωB97M-V functional and the def2-TZVPD basis

maximum force = 1.3 eV Å⁻¹
energy relative to the best compared isomer or geometry (same formula, charge and spin) = 69.4 kcal per mole
total charge = +1
E_LUMO (spin up / spin down) = -0.290 / -0.290 hartree
E_HOMO (spin up / spin down) = -15.40 / -15.39 eV
orbital gap (spin up / spin down) = 7.5 / 7.5 eV

Cartesian coordinates (Å):
1 S -0.71 -0.50 2.24
2 N -0.02 1.11 -1.32
3 N -0.29 -0.12 0.79
4 C -0.76 1.77 -0.66
5 C 0.62 -0.05 -1.30
6 C 0.47 -0.74 -0.10
7 H 1.19 -0.39 -2.15
8 H -1.46 0.63 2.45
9 H 0.95 -1.71 0.05

---

(3)
Formula: C60H165N15O15
Source: the OMol25 dataset
Level of theory: the ωB97M-V functional and the def2-TZVPD basis

maximum force = 3.0 eV Å⁻¹
energy relative to the best compared isomer or geometry (same formula, charge and spin) = 164.4 kcal per mole
E_LUMO = 0.013 hartree
E_HOMO = -8.74 eV
orbital gap = 9.1 eV

Cartesian coordinates (Å):
1 O -3.00 6.40 -28.89
2 O -6.12 15.32 -31.31
3 O -7.05 11.81 -28.37
4 O -3.13 11.50 -23.67
5 O 2.90 10.44 -31.04
6 O -7.73 10.25 -24.00
7 O -5.41 7.55 -24.75
8 O 0.78 15.70 -19.97
9 O -4.35 17.56 -24.47
10 O 1.40 7.68 -22.70
11 O -6.02 9.32 -20.23
12 O -0.28 6.09 -25.83
13 O -5.13 13.98 -19.98
14 O 1.94 8.62 -27.69
15 O -1.46 16.72 -27.94
16 N 3.08 5.35 -22.02
17 N 0.61 16.43 -30.07
18 N -1.84 10.71 -26.26
19 N -7.17 17.00 -25.35
20 N -6.89 4.25 -23.73
21 N 2.41 5.66 -26.65
22 N -7.41 7.20 -17.49
23 N -2.41 15.71 -30.70
24 N -11.23 9.23 -24.99
25 N 2.36 15.80 -22.58
26 N -6.97 15.70 -18.70
27 N -9.09 11.04 -31.31
28 N 0.36 12.45 -32.70
29 N -4.52 9.40 -27.34
30 N 4.48 11.34 -26.98
31 C -1.40 6.30 -24.97
32 C -7.23 11.31 -23.26
33 C -6.06 8.67 -18.92
34 C -8.21 12.00 -29.19
35 C -5.63 15.84 -26.82
36 C -3.60 15.28 -31.37
37 C 0.46 14.90 -21.16
38 C 0.90 15.63 -22.46
39 C -6.38 14.28 -20.60
40 C -3.44 12.12 -24.95
41 C -3.27 9.39 -29.43
42 C -6.76 11.62 -31.30
43 C -2.11 12.09 -22.79
44 C -0.03 11.76 -30.46
45 C -6.45 5.32 -24.61
46 C -2.32 5.17 -28.56
47 C -0.14 16.30 -27.72
48 C 1.04 12.02 -31.54
49 C -7.20 15.78 -30.54
50 C 1.78 10.71 -31.96
51 C -3.47 17.84 -23.41
52 C 2.24 3.25 -26.53
53 C -4.84 8.58 -23.98
54 C 2.80 7.58 -22.99
55 C -4.75 9.93 -20.44
56 C 5.03 6.75 -22.05
57 C 0.67 8.63 -23.45
58 C 0.59 8.52 -28.11
59 C -7.31 14.51 -19.39
60 C 0.50 15.13 -18.69
61 C 2.39 9.96 -27.43
62 C -4.01 13.84 -20.73
63 C 0.23 4.72 -25.78
64 C -2.19 12.05 -25.93
65 C -7.75 5.65 -25.33
66 C -8.76 14.73 -19.83
67 C -9.16 9.12 -26.27
68 C -2.38 12.70 -27.34
69 C 1.75 14.92 -28.61
70 C -3.55 13.74 -31.23
71 C -4.93 15.98 -30.86
72 C -6.12 15.91 -25.39
73 C 0.41 15.57 -28.95
74 C -8.52 9.12 -18.65
75 C 4.32 9.20 -25.82
76 C -3.98 8.50 -28.46
77 C -9.15 10.43 -24.11
78 C -7.28 12.33 -27.05
79 C 1.47 4.58 -26.77
80 C -3.19 7.34 -27.90
81 C -5.06 16.26 -24.29
82 C 3.54 6.72 -21.95
83 C 3.93 9.96 -27.10
84 C 0.51 14.78 -23.61
85 C -2.09 17.07 -26.72
86 C -9.69 9.19 -24.87
87 C 3.62 9.35 -31.44
88 C -7.44 8.04 -18.70
89 C -5.81 6.51 -23.86
90 C -7.96 11.16 -30.47
91 H 0.54 4.57 -24.74
92 H -6.15 11.39 -23.10
93 H -6.50 15.54 -27.41
94 H -6.83 13.46 -21.16
95 H 1.17 4.66 -27.82
96 H 2.14 5.45 -22.38
97 H -2.93 17.76 -26.81
98 H -1.34 17.53 -26.07
99 H 0.41 16.61 -22.45
100 H -0.01 15.66 -26.85
101 H 0.84 15.88 -17.98
102 H -4.28 9.32 -24.55
103 H 4.26 9.15 -30.58
104 H -9.33 8.28 -24.38
105 H -9.70 10.59 -23.19
106 H -3.53 15.54 -32.43
107 H 5.41 9.23 -25.77
108 H -6.96 15.90 -29.48
109 H -9.44 10.11 -31.12
110 H 3.90 8.20 -25.82
111 H -6.49 6.78 -23.05
112 H 3.29 7.04 -20.94
113 H -4.94 8.82 -26.63
114 H -6.62 10.85 -32.05
115 H -9.20 11.80 -28.80
116 H 3.84 9.74 -25.00
117 H -9.10 13.88 -20.42
118 H -6.75 6.46 -17.72
119 H -8.64 5.89 -24.76
120 H -1.09 11.85 -23.08
121 H -6.92 7.74 -16.80
122 H -2.60 16.21 -26.29
123 H -0.65 10.92 -30.78
124 H -9.31 8.11 -26.63
125 H -11.62 9.08 -24.07
126 H 1.87 6.51 -26.60
127 H -0.56 14.59 -23.68
128 H -2.22 7.64 -27.51
129 H -7.95 11.68 -26.49
130 H -2.25 9.65 -29.14
131 H -7.27 13.68 -18.68
132 H -2.22 11.70 -21.78
133 H -3.90 10.26 -29.64
134 H -0.58 15.12 -18.56
135 H 2.80 7.02 -23.93
136 H -3.05 8.88 -30.37
137 H 1.03 12.64 -33.42
138 H -8.96 15.67 -20.33
139 H -5.69 9.17 -23.63
140 H -5.89 11.70 -30.65
141 H -5.67 4.92 -25.26
142 H -7.55 4.50 -23.01
143 H -8.67 10.94 -32.23
144 H -1.81 7.31 -25.03
145 H 0.40 11.64 -29.46
146 H 4.35 11.81 -27.87
147 H -8.35 9.82 -17.83
148 H 2.49 15.58 -28.15
149 H -4.39 11.88 -25.42
150 H -8.04 4.79 -25.93
151 H -7.54 6.52 -25.95
152 H -0.63 14.78 -21.16
153 H 4.39 9.44 -27.94
154 H -2.18 13.18 -22.75
155 H -4.92 6.10 -23.38
156 H -1.26 5.43 -28.53
157 H -3.10 13.62 -20.16
158 H -5.22 9.96 -27.80
159 H -7.16 16.60 -19.11
160 H -0.28 8.97 -23.03
161 H 3.16 3.22 -27.12
162 H 2.70 14.85 -22.44
163 H -4.10 8.29 -23.23
164 H -9.47 8.59 -18.56
165 H -8.15 13.05 -29.49
166 H 0.44 17.21 -27.66
167 H -2.88 13.23 -31.92
168 H 5.52 6.22 -21.23
169 H -0.56 4.02 -26.03
170 H 5.36 7.79 -21.97
171 H -2.30 16.71 -30.68
172 H 2.77 5.43 -25.73
173 H -5.54 16.11 -23.32
174 H -3.66 13.16 -24.71
175 H -8.55 9.66 -19.60
176 H -5.37 7.82 -18.89
177 H -7.44 12.18 -23.88
178 H -6.61 14.99 -25.07
179 H 0.05 17.24 -29.87
180 H -0.78 12.55 -30.41
181 H -9.43 11.29 -24.72
182 H 5.47 11.25 -26.84
183 H -6.02 15.83 -18.39
184 H -7.61 13.37 -27.02
185 H 5.34 6.43 -23.04
186 H -6.33 15.17 -21.23
187 H 1.53 16.81 -29.88
188 H -7.37 3.66 -24.39
189 H 2.79 16.34 -21.84
190 H 3.02 8.45 -31.58
191 H -4.54 13.30 -31.37
192 H -4.84 17.04 -31.10
193 H 1.77 14.05 -27.96
194 H -0.09 9.00 -27.41
195 H -3.10 12.14 -27.92
196 H 1.21 9.58 -23.55
197 H -6.34 12.29 -26.51
198 H -3.26 13.34 -30.26
199 H -4.75 10.36 -21.44
200 H -7.56 16.75 -30.88
201 H -2.69 4.83 -27.59
202 H -9.40 14.61 -18.95
203 H -4.14 13.10 -21.52
204 H -3.98 17.94 -22.45
205 H -4.79 15.16 -26.89
206 H -0.33 14.81 -29.20
207 H -11.59 8.41 -25.45
208 H 1.13 13.89 -23.65
209 H -1.01 6.09 -23.97
210 H -4.25 15.54 -24.38
211 H -2.61 10.40 -26.84
212 H 1.66 2.39 -26.88
213 H 0.93 14.17 -18.40
214 H 0.40 8.20 -24.41
215 H -3.67 6.73 -27.13
216 H -7.68 11.54 -22.29
217 H -4.94 16.04 -29.77
218 H -5.74 9.36 -18.14
219 H 0.53 8.97 -29.10
220 H 2.19 14.41 -29.46
221 H 1.71 12.83 -31.25
222 H -2.43 15.50 -29.71
223 H 4.14 9.34 -32.40
224 H 2.23 10.85 -32.94
225 H 2.24 10.66 -28.25
226 H 0.10 13.41 -32.50
227 H -8.13 15.21 -30.60
228 H -4.70 10.72 -19.68
229 H 2.46 3.16 -25.47
230 H -4.87 8.12 -28.96
231 H 1.07 9.88 -32.04
232 H 0.72 15.34 -24.52
233 H -7.65 7.34 -19.51
234 H -2.54 4.38 -29.27
235 H 3.21 8.56 -23.20
236 H -2.82 16.97 -23.28
237 H -7.60 16.98 -26.27
238 H -6.99 12.54 -31.83
239 H 1.94 10.40 -26.54
240 H -1.48 12.72 -27.96
241 H -3.81 14.76 -21.28
242 H -5.37 16.82 -27.23
243 H -6.68 17.86 -25.49
244 H -1.28 12.35 -25.42
245 H -8.07 9.23 -26.34
246 H -3.91 9.26 -20.22
247 H -7.77 10.15 -30.11
248 H -1.75 10.18 -25.41
249 H -2.30 5.73 -25.19
250 H 0.25 7.49 -28.15
251 H 3.49 4.94 -22.84
252 H -3.00 18.80 -23.63
253 H 0.87 13.90 -21.04
254 H -2.78 13.71 -27.21
255 H -9.68 9.81 -26.93

---

Question: Which of these has the highest energy relative to the best compared isomer or geometry (same formula, charge and spin)?
Answer: C60H165N15O15